{"formula": "HN2O3S", "method": "ωB97M-V/def2-TZVPD", "multiplicity": 1, "gap_ev": 8.5, "charge": -1, "relative_energy_ev": 3.0423, "homo_ev": -4.459, "total_energy_ha": -734.0043, "elements": ["N", "N", "O", "O", "O", "S", "H"], "coordinates": [[0.804, -0.668, -0.918], [-0.205, -0.862, -0.181], [-0.976, -1.851, -0.276], [-1.406, 1.402, 0.055], [0.929, 1.100, 0.940], [-0.513, 0.669, 0.986], [1.368, 0.210, -0.605]], "forces_ev_per_angstrom": [[0.0726, -0.2494, 0.1941], [1.6503, -0.1021, -1.3183], [0.5379, 1.0895, 0.2739], [0.6437, -0.2079, 0.8460], [-1.5620, 0.2027, 0.4840], [0.5052, 0.8332, -0.4833], [-1.8477, -1.5659, 0.0035]]}

---

{"formula": "C45H39AsI2N3O3PV", "method": "ωB97M-V/def2-TZVPD", "multiplicity": 2, "gap_ev": [5.1, 5.3], "charge": 2, "relative_energy_ev": 0.0000, "homo_ev": [-12.237, -12.237], "total_energy_ha": -6244.2371, "elements": ["V", "I", "C", "C", "C", "I", "C", "O", "C", "C", "N", "C", "C", "C", "C", "C", "C", "N", "C", "H", "H", "H", "H", "H", "H", "H", "H", "H", "H", "H", "O", "C", "O", "C", "C", "C", "C", "C", "N", "H", "H", "H", "H", "C", "C", "As", "C", "C", "C", "C", "C", "C", "C", "C", "C", "C", "C", "C", "P", "C", "C", "C", "C", "C", "C", "C", "C", "C", "C", "C", "C", "H", "H", "H", "H", "H", "H", "H", "H", "H", "H", "H", "H", "H", "H", "H", "H", "H", "H", "H", "H", "H", "H", "H", "H"], "coordinates": [[-1.036, 0.374, 2.303], [-2.748, 7.782, 2.512], [-2.266, 5.809, 2.148], [-1.298, 5.498, 1.201], [-0.966, 4.170, 0.957], [0.482, 3.703, -0.443], [-1.623, 3.183, 1.656], [-1.311, 1.837, 1.499], [-2.571, 3.475, 2.620], [-3.181, 2.356, 3.419], [-2.142, 1.406, 3.923], [-1.184, 2.045, 4.871], [0.260, 1.955, 4.441], [1.234, 2.615, 5.165], [2.562, 2.439, 4.829], [2.889, 1.596, 3.776], [1.872, 0.989, 3.082], [0.571, 1.172, 3.393], [-2.893, 4.800, 2.867], [-0.798, 6.284, 0.651], [-3.733, 2.774, 4.260], [-3.878, 1.771, 2.818], [-2.624, 0.668, 4.424], [-1.449, 3.092, 5.008], [-1.279, 1.562, 5.843], [0.946, 3.249, 5.994], [3.337, 2.945, 5.390], [3.917, 1.412, 3.496], [2.082, 0.329, 2.255], [-3.632, 5.043, 3.620], [-2.277, -2.598, 4.506], [-2.087, -1.857, 3.606], [-1.006, -1.026, 3.451], [-3.016, -1.669, 2.402], [-4.097, -2.565, 2.039], [-4.757, -2.398, 0.878], [-4.405, -1.344, -0.131], [-3.140, -0.599, 0.326], [-2.673, -0.654, 1.701], [-4.365, -3.339, 2.746], [-5.610, -3.034, 0.667], [-5.284, -0.750, -0.389], [-3.062, 0.409, -0.071], [1.676, -0.064, -0.648], [2.285, -1.075, -1.623], [3.657, -0.233, -2.798], [3.778, -1.680, -4.089], [3.512, -3.002, -3.750], [3.632, -4.011, -4.701], [4.021, -3.704, -5.995], [4.308, -2.388, -6.334], [4.196, -1.383, -5.384], [2.477, 0.948, -3.811], [1.615, 0.512, -4.817], [0.840, 1.420, -5.529], [0.921, 2.779, -5.248], [1.786, 3.227, -4.261], [2.561, 2.314, -3.548], [0.246, -0.737, 0.271], [0.858, -2.314, 0.962], [0.053, -3.397, 1.323], [0.587, -4.495, 1.982], [1.934, -4.525, 2.317], [2.742, -3.450, 1.985], [2.210, -2.357, 1.315], [-1.035, -0.979, -0.986], [-1.123, -0.295, -2.127], [-2.390, -0.275, -2.904], [-3.501, -0.932, -2.556], [-3.538, -1.843, -1.357], [-2.296, -1.593, -0.479], [1.322, 0.839, -1.146], [2.420, 0.267, 0.079], [1.535, -1.583, -2.229], [2.825, -1.837, -1.065], [3.219, -3.269, -2.742], [3.425, -5.038, -4.427], [4.113, -4.488, -6.735], [4.628, -2.144, -7.339], [4.436, -0.363, -5.661], [1.559, -0.543, -5.060], [0.194, 1.070, -6.325], [0.334, 3.488, -5.817], [1.880, 4.288, -4.066], [3.276, 2.675, -2.811], [-1.003, -3.420, 1.099], [-0.055, -5.326, 2.239], [2.348, -5.380, 2.833], [3.794, -3.459, 2.240], [2.876, -1.544, 1.057], [-0.295, 0.285, -2.521], [-2.392, 0.324, -3.806], [-4.382, -0.871, -3.185], [-3.716, -2.878, -1.657], [-2.119, -2.472, 0.126]], "forces_ev_per_angstrom": [[0.8011, 0.1262, -0.0442], [-0.0564, 0.2222, 0.0343], [0.0792, -0.0887, -0.0696], [-0.0189, -0.0880, -0.0079], [0.0518, 0.2863, -0.2289], [0.1025, -0.0974, -0.1662], [0.1112, -1.1180, 0.0883], [-0.1918, 1.9398, -0.7688], [-0.2000, 0.0781, 0.3834], [0.1205, -0.1148, 0.0149], [0.2320, 0.1359, -0.1141], [-0.0942, -0.0663, -0.1249], [-0.2108, -0.2657, -0.2289], [0.0695, 0.0823, 0.0994], [0.0746, 0.0494, 0.0539], [0.1111, 0.0337, 0.0360], [-0.3703, 0.0715, 0.0171], [0.3251, -0.0090, 0.1290], [-0.0273, -0.0806, 0.0058], [0.0009, -0.0037, 0.0156], [-0.0581, 0.0125, 0.0483], [-0.0218, -0.0217, -0.0509], [-0.0238, 0.0091, 0.0433], [-0.0254, 0.0486, 0.0048], [0.0253, -0.0263, 0.0503], [0.0184, -0.0150, -0.0115], [-0.0136, -0.0180, -0.0175], [-0.0177, 0.0202, 0.0019], [-0.0396, -0.0411, -0.0333], [0.0212, 0.0053, -0.0087], [-0.0273, -0.2534, 0.2852], [0.4583, 0.7026, -0.6277], [-0.8376, -1.2379, 0.9600], [-0.0190, -0.1403, 0.2143], [0.0694, -0.0135, 0.0080], [-0.0239, -0.0545, -0.0762], [0.0302, -0.0639, -0.0416], [0.1950, 0.0164, 0.3370], [-0.3491, -0.0177, -0.3688], [0.0115, 0.0178, -0.0074], [0.0488, 0.0023, -0.0309], [-0.0229, 0.0058, 0.0288], [-0.0065, 0.0787, 0.0249], [0.1000, 0.0129, 0.0153], [0.0364, 0.0609, 0.0171], [-0.0090, 0.0418, 0.0871], [0.0276, -0.0887, 0.0068], [0.0098, -0.1054, -0.0819], [0.0008, 0.0466, 0.0769], [0.0098, 0.0124, -0.0064], [0.0226, 0.0395, 0.0233], [0.0654, -0.0528, -0.0835], [-0.0797, 0.1525, -0.0419], [-0.1413, -0.0236, 0.0704], [0.0360, -0.0118, 0.0528], [0.0153, -0.0407, -0.0023], [0.0362, -0.0323, 0.1183], [-0.0150, 0.1015, -0.0107], [-0.1273, -0.4037, 0.1217], [0.0284, 0.0295, 0.0885], [0.0138, -0.0409, 0.0067], [0.0229, 0.0518, -0.0119], [-0.0263, -0.0158, -0.0036], [-0.0140, 0.0519, -0.0250], [0.0313, -0.0882, 0.1157], [-0.1382, -0.0633, 0.2048], [-0.2168, 0.0631, -0.5204], [0.2861, 0.0548, 0.1060], [-0.0237, -0.0877, 0.1332], [-0.0307, 0.0260, -0.0593], [0.0563, 0.0737, -0.0252], [-0.0209, 0.0464, -0.0605], [0.0176, 0.1171, -0.0718], [-0.0565, 0.1025, -0.0206], [-0.0698, -0.0724, -0.0597], [-0.0247, -0.0155, -0.0157], [-0.0009, 0.0194, 0.0045], [-0.0036, 0.0161, 0.0103], [-0.0051, -0.0002, 0.0281], [-0.0363, 0.0058, -0.0047], [0.0037, -0.0037, -0.0155], [0.0002, -0.0112, 0.0320], [0.0105, -0.0162, 0.0082], [0.0056, -0.0205, 0.0148], [-0.0585, -0.0117, -0.0418], [0.0316, -0.0106, -0.0079], [0.0101, 0.0110, -0.0098], [-0.0144, 0.0191, -0.0112], [-0.0225, -0.0050, -0.0144], [0.0052, -0.0082, 0.0369], [-0.0249, -0.0173, -0.0292], [0.0104, -0.0057, 0.0147], [0.0148, -0.0031, 0.0261], [-0.0032, -0.0022, -0.0450], [-0.0468, -0.0069, 0.0031]]}

---

{"formula": "C12H14BF5N6V", "method": "ωB97M-V/def2-TZVPD", "multiplicity": 4, "gap_ev": [6.5, 3.6], "charge": 2, "relative_energy_ev": 1.0802, "homo_ev": [-15.954, -15.937], "total_energy_ha": -2261.7445, "elements": ["C", "N", "N", "C", "C", "B", "N", "N", "C", "C", "C", "V", "N", "N", "C", "C", "C", "H", "H", "H", "H", "H", "H", "H", "H", "H", "H", "H", "C", "H", "H", "H", "F", "C", "F", "C", "F", "F", "F"], "coordinates": [[0.182, 3.072, 0.540], [0.149, 1.821, -0.027], [0.578, 1.968, -1.371], [0.823, 3.261, -1.600], [0.576, 3.985, -0.435], [0.735, 0.699, -2.266], [1.826, -0.131, -1.466], [1.560, -0.657, -0.204], [2.603, -1.453, 0.160], [3.580, -1.372, -0.859], [3.041, -0.549, -1.851], [-0.262, 0.085, 0.598], [-0.605, -0.056, -2.213], [-1.074, -0.555, -0.983], [-2.132, -1.370, -1.267], [-2.367, -1.332, -2.649], [-1.377, -0.522, -3.197], [-2.598, -1.929, -0.469], [-1.153, -0.298, -4.238], [-3.167, -1.825, -3.181], [0.966, 0.819, -3.461], [3.422, -0.212, -2.797], [1.239, 3.608, -2.541], [4.550, -1.822, -0.894], [0.666, 5.059, -0.326], [2.575, -2.039, 1.085], [-0.071, 3.245, 1.587], [0.454, -1.601, 2.757], [0.765, -2.540, 3.357], [1.504, -3.078, 2.725], [1.193, -2.203, 4.345], [-0.127, -3.174, 3.542], [-2.706, 1.328, 1.042], [-1.906, 0.587, 1.931], [-1.418, 1.504, 2.879], [-2.800, -0.362, 2.729], [-3.870, 0.296, 3.245], [-3.272, -1.402, 2.003], [-2.081, -0.855, 3.771]], "forces_ev_per_angstrom": [[0.1442, 0.2716, -1.2147], [0.4771, 1.3002, -1.2494], [-0.5042, 0.6472, 0.7315], [0.0649, -0.7598, 0.4812], [-0.2193, 0.1462, 0.9555], [0.4670, -0.3906, 0.2428], [-0.0860, -0.6840, 0.5038], [-0.5833, 0.2653, -0.1915], [0.1933, 0.7857, -1.2597], [-0.8357, 0.2101, 0.2791], [-0.4495, -0.2326, 0.8951], [3.2175, -1.7402, -0.9349], [-0.3638, -0.6805, 1.1186], [-0.6876, -0.0301, -1.8775], [0.2933, 0.6763, -1.2072], [-0.3711, -0.4800, 0.9832], [0.3217, -0.0308, 0.5858], [-0.2560, 0.0673, -0.1484], [-0.1237, 0.0514, 0.3596], [0.1800, -0.0525, 0.0734], [0.3009, 0.4414, 0.9500], [0.2202, -0.1271, -0.1471], [-0.3191, -0.1752, 0.0903], [0.1519, -0.2495, 0.1092], [0.0560, -0.2324, 0.0697], [0.1293, 0.5000, -0.4787], [0.0371, -0.1192, -0.4516], [0.2053, -0.9026, 0.7281], [-0.0396, 0.6614, -0.1064], [-0.4834, 0.2554, 0.7136], [-0.3637, -0.3418, -1.2653], [0.5884, 0.4680, -0.2398], [2.2197, -1.9816, 1.5802], [-3.3870, 5.9496, 1.5703], [-0.2653, -2.1779, -2.4951], [-2.1252, -2.8904, 2.6269], [1.8037, -0.3884, -1.1459], [0.9009, 1.3187, 0.2210], [-0.5091, 0.6514, -1.4555]]}